100
Properties=species:S:1:pos:R:3:forces:R:3 method="wB97M-V/def2-TZVPD" total_charge=-1 multiplicity=1 de_lowest_ev=0.000 lumo_ha="0.07632 / 0.07636"
Sc 0.40138 0.58943 0.17465 -0.112 0.197 0.308
C 5.46718 0.49574 -2.34374 0.011 -0.008 -0.046
C 4.86142 0.98928 -1.19692 0.007 0.001 0.015
C 3.51187 0.77910 -0.96087 0.131 0.145 0.082
C 2.73684 0.06857 -1.87686 -0.538 -0.079 -0.179
C 3.34816 -0.42605 -3.03453 0.176 0.025 0.003
C 4.69763 -0.21287 -3.25920 -0.083 0.009 0.043
N 1.35675 -0.12590 -1.64121 0.436 -0.003 -0.351
N 0.88789 -1.15267 -2.33075 -0.370 0.023 -0.002
C -0.42951 -1.50759 -2.14540 0.257 -0.161 -0.012
C -0.68409 -2.85089 -2.50954 0.032 -0.060 0.055
C -1.88157 -3.47753 -2.27110 -0.058 0.031 0.043
C -2.91628 -2.76449 -1.66017 0.063 -0.021 -0.024
C -2.73475 -1.41942 -1.38818 0.004 0.041 0.068
C -1.53127 -0.75862 -1.65015 -0.046 0.220 -0.029
H 6.52124 0.65963 -2.52587 0.015 0.014 0.018
H 5.44172 1.54079 -0.46730 0.019 0.001 0.001
H 3.08735 1.17256 -0.04323 -0.061 -0.077 -0.057
H 2.74569 -0.97894 -3.73846 0.006 -0.012 -0.012
H 5.14798 -0.60368 -4.16345 0.039 0.004 -0.005
H 0.15675 -3.38755 -2.92935 -0.007 -0.026 -0.010
H -2.00747 -4.51940 -2.53644 -0.016 -0.015 0.002
H -3.86658 -3.23363 -1.43935 -0.015 -0.018 -0.011
H -3.56095 -0.83840 -0.99842 -0.013 -0.048 -0.005
Cl 3.36874 7.61584 0.13916 -0.003 -0.005 0.006
C 2.77799 6.02055 0.43012 0.013 0.050 -0.071
C 2.19748 5.28748 -0.59960 -0.027 -0.014 -0.016
Cl 2.06316 5.95884 -2.18199 0.012 0.003 0.022
C 1.72046 4.01159 -0.35225 0.058 0.031 -0.024
Cl 1.03599 3.05238 -1.60463 -0.082 0.106 0.029
C 1.78708 3.40347 0.91441 -0.084 -0.112 0.156
O 1.31161 2.21987 1.12423 0.120 -0.352 -0.184
C 2.40099 4.16213 1.93519 0.011 0.027 -0.093
Cl 2.56145 3.44386 3.49055 -0.008 -0.016 -0.014
C 2.87943 5.44275 1.69274 0.024 -0.003 0.135
Cl 3.61031 6.33410 2.97802 -0.004 0.001 -0.034
C -1.33408 3.04105 3.37202 0.092 0.075 0.049
Si -1.31497 1.21473 2.92710 0.101 -0.256 -0.174
C 0.28370 0.48906 3.58008 0.132 -0.081 0.069
C -2.72397 0.37533 3.86314 -0.140 0.010 -0.052
N -1.41507 1.00805 1.18870 0.139 -0.115 0.013
C -2.53221 1.41461 0.51598 -0.064 0.068 0.030
C -3.66690 1.96826 1.15421 -0.008 -0.024 0.030
C -4.80522 2.33727 0.46973 -0.078 0.013 -0.038
C -4.88633 2.15986 -0.90376 0.045 -0.017 0.028
C -3.78785 1.61854 -1.55306 -0.048 -0.038 0.056
C -2.61700 1.28183 -0.88750 0.033 -0.011 -0.123
N -1.47704 0.70825 -1.60433 0.007 -0.071 -0.104
Si -1.39526 1.31175 -3.35569 -0.003 -0.149 0.451
C -1.86782 3.11437 -3.47909 0.018 0.127 0.037
C 0.24339 1.12518 -4.21077 0.013 -0.059 -0.100
C -2.57962 0.29404 -4.40049 0.042 -0.060 -0.134
H -0.84271 3.17446 4.33942 -0.024 0.044 0.041
H -2.33597 3.46419 3.43987 -0.039 0.025 -0.001
H -0.77064 3.62124 2.63798 0.033 -0.004 -0.017
H 0.04876 -0.04358 4.50557 0.022 0.078 0.082
H 1.01551 1.26433 3.79390 0.018 0.036 0.038
H 0.75786 -0.24300 2.92901 -0.131 0.017 -0.072
H -2.31617 -0.34978 4.56656 -0.005 -0.031 0.043
H -3.39540 -0.16485 3.19465 -0.008 -0.023 -0.038
H -3.32362 1.09819 4.42176 -0.020 0.013 0.032
H -3.65356 2.09459 2.22637 0.019 0.026 0.021
H -5.64005 2.75720 1.01863 -0.004 0.002 0.000
H -5.77617 2.42314 -1.45903 -0.015 0.005 0.000
H -3.85905 1.44366 -2.61483 -0.031 -0.009 -0.006
H -1.00506 3.76724 -3.36225 0.063 0.030 -0.005
H -2.63718 3.43895 -2.78317 0.025 0.013 -0.007
H -2.25095 3.25058 -4.49470 -0.012 0.048 -0.040
H 1.12734 1.48464 -3.69504 0.025 0.058 0.059
H 0.11682 1.71599 -5.12510 0.064 -0.019 -0.057
H 0.42611 0.08881 -4.49052 0.010 -0.032 -0.020
H -3.59941 0.67512 -4.42873 -0.032 0.020 -0.011
H -2.61845 -0.74994 -4.08793 0.017 -0.036 0.007
H -2.19417 0.31314 -5.42366 -0.025 -0.011 -0.036
I -1.33635 -5.91428 4.30851 0.029 -0.183 0.119
C -1.54851 -4.18489 3.23565 -0.069 0.196 -0.212
C -2.40386 -3.96680 2.18055 0.053 -0.056 0.016
N -2.16951 -2.70694 1.77003 0.118 0.088 -0.024
N -1.20672 -2.10207 2.47031 -0.065 0.113 0.044
C -0.82191 -2.98567 3.36906 0.007 -0.104 0.013
H -3.12154 -4.60379 1.69458 -0.021 -0.034 0.016
H -2.53762 -2.24040 0.95434 -0.020 -0.005 -0.020
H -0.02581 -2.74899 4.05498 0.005 -0.012 0.066
C 3.26816 -1.29309 2.09691 0.203 -0.027 0.143
C 2.10888 -1.88329 1.36260 -0.353 0.141 -0.148
O 1.23387 -1.04861 0.85390 -0.148 0.533 0.072
C 1.89746 -3.27217 1.22280 0.112 -0.304 0.069
C 2.77852 -4.21878 1.80552 -0.010 0.042 -0.012
C 2.54511 -5.57536 1.69200 0.044 -0.007 0.038
C 1.44211 -6.05886 0.99374 0.005 0.064 -0.010
C 0.57168 -5.13937 0.40119 -0.031 -0.142 0.002
C 0.78227 -3.78595 0.50901 0.134 0.137 0.086
H 3.17003 -0.20870 2.13324 -0.041 0.003 -0.027
H 4.22443 -1.53072 1.61971 0.001 -0.020 -0.028
H 3.32650 -1.65673 3.12868 -0.007 -0.017 0.002
H 3.64731 -3.87573 2.35389 -0.006 0.005 -0.005
H 3.23686 -6.26778 2.15817 -0.012 -0.024 -0.004
H 1.26594 -7.12339 0.91394 -0.022 -0.008 -0.011
H -0.29064 -5.49303 -0.15352 -0.018 -0.010 -0.001
H 0.09369 -3.09144 0.05501 -0.028 0.069 -0.038



87
Properties=species:S:1:pos:R:3:forces:R:3 method="wB97M-V/def2-TZVPD" multiplicity=5 lumo_ha="-0.00849 / -0.01363" s_squared=6.1053
Cr 1.63358 -0.09774 4.77559 -0.128 2.198 1.172
C 2.47704 -2.07871 5.34643 0.362 -1.297 -1.135
C 2.30914 -2.08999 3.96559 0.274 -0.732 1.251
C 1.17254 -2.78309 3.23237 -0.201 0.158 -0.052
C -0.02857 -1.84976 2.94352 0.262 -0.126 0.024
C -0.32806 -0.86623 4.05301 -0.897 -0.670 0.992
C -0.26895 -1.12371 5.41869 -1.205 -0.360 -1.513
C 0.03537 -2.47847 6.03650 0.253 0.089 0.024
C 1.53467 -2.67726 6.36699 -0.049 -0.118 0.114
C 0.88543 1.83261 4.94750 0.208 0.253 -0.830
H 3.46886 -1.83917 5.72545 -0.097 0.240 0.005
H 3.17473 -1.82778 3.36162 0.029 0.168 0.046
H 0.84639 -3.65828 3.80099 0.108 0.142 -0.082
H 1.55267 -3.16193 2.27791 -0.019 0.032 0.128
H 0.18752 -1.26683 2.04174 -0.047 -0.112 0.044
H -0.92145 -2.45220 2.71682 0.119 0.109 0.031
H -0.85845 0.03060 3.73802 0.221 0.030 0.126
H -0.73039 -0.39288 6.07861 0.200 -0.022 -0.166
H -0.31691 -3.27356 5.37358 0.010 0.155 0.054
H -0.53858 -2.57589 6.96403 0.109 0.112 -0.117
H 1.74988 -2.19869 7.32850 -0.072 -0.183 -0.320
H 1.74742 -3.74912 6.49956 -0.004 0.096 -0.233
H 1.48187 2.42921 5.64522 -0.247 -0.070 -0.221
H -0.16035 1.83393 5.28104 0.174 0.092 0.008
H 0.93612 2.31722 3.96360 -0.191 0.080 -0.259
P 0.50995 0.75104 -4.91645 0.233 1.218 0.498
P -2.86167 2.05949 -3.88800 0.696 1.092 -0.080
C -1.14108 -0.00195 -4.95287 -0.584 -0.453 0.245
C -2.32523 0.42581 -4.46912 0.162 -0.625 -0.425
C 1.34951 0.13914 -6.42137 -0.168 -0.374 -0.266
C 1.03070 -1.07787 -7.04027 0.311 0.293 -0.150
C 1.69983 -1.47377 -8.19777 -0.019 0.131 0.107
C 2.69999 -0.66571 -8.74026 -0.079 0.112 0.222
C 3.02975 0.54338 -8.12492 -0.145 -0.209 -0.003
C 2.35150 0.94732 -6.97721 -0.212 -0.224 -0.013
C 1.26105 -0.28284 -3.58834 0.066 -0.290 0.167
C 0.77857 -0.11949 -2.27951 0.157 -0.142 -0.062
C 1.32498 -0.84414 -1.22291 0.108 0.006 -0.259
C 2.38328 -1.72612 -1.45197 -0.091 0.138 -0.232
C 2.88505 -1.87720 -2.74406 -0.141 0.097 0.101
C 2.32729 -1.16447 -3.80673 -0.194 0.066 0.221
C -4.24549 2.33758 -5.07334 -0.232 -0.094 -0.131
C -3.91749 2.55121 -6.42231 -0.206 -0.017 0.104
C -4.91111 2.79962 -7.36632 -0.037 -0.007 0.230
C -6.24953 2.86586 -6.97349 0.175 -0.050 0.219
C -6.58269 2.67896 -5.63240 0.167 -0.001 -0.115
C -5.58992 2.41327 -4.68784 0.151 -0.022 -0.257
C -3.73905 1.74422 -2.31486 -0.144 -0.400 0.160
C -3.74732 2.77227 -1.36139 -0.028 -0.293 -0.080
C -4.39317 2.59810 -0.13960 -0.058 -0.231 -0.057
C -5.02308 1.38598 0.14933 0.120 0.091 -0.212
C -5.01491 0.35482 -0.79097 0.112 0.113 -0.084
C -4.38133 0.53309 -2.02031 0.039 0.330 0.265
H -1.10673 -1.02141 -5.34070 -0.367 0.031 0.123
H -3.16181 -0.27258 -4.52575 0.222 -0.195 -0.183
H 0.25708 -1.70889 -6.61341 0.153 -0.014 -0.152
H 1.43593 -2.41148 -8.67877 0.058 0.113 0.057
H 3.21811 -0.97554 -9.64367 -0.073 0.043 0.130
H 3.80306 1.17811 -8.54851 -0.104 -0.094 0.058
H 2.58201 1.90251 -6.51317 -0.013 -0.112 -0.031
H -0.02781 0.58518 -2.08568 0.061 -0.103 -0.046
H 0.93245 -0.71170 -0.21819 0.042 -0.002 -0.138
H 2.81641 -2.28533 -0.62756 -0.043 0.056 -0.110
H 3.71079 -2.55866 -2.93114 -0.110 0.097 0.032
H 2.71921 -1.29853 -4.81017 -0.017 -0.003 0.122
H -2.87511 2.52845 -6.73423 -0.124 -0.036 0.053
H -4.63939 2.95331 -8.40743 -0.040 -0.020 0.153
H -7.02462 3.06835 -7.70711 0.102 -0.032 0.102
H -7.62145 2.73234 -5.31701 0.144 0.001 -0.048
H -5.86245 2.25876 -3.64857 -0.002 0.030 -0.114
H -3.22796 3.70190 -1.57796 -0.075 -0.091 0.008
H -4.39134 3.40027 0.59312 -0.008 -0.113 -0.101
H -5.51503 1.24336 1.10746 0.063 0.023 -0.132
H -5.49755 -0.59200 -0.56589 0.036 0.126 -0.019
H -4.37964 -0.26598 -2.75521 -0.058 0.035 0.148
S 1.51800 0.31718 7.15095 1.218 -0.122 0.754
C 3.20745 0.20842 7.73491 -0.828 -0.130 0.210
C 4.22150 1.00391 7.19357 0.680 -0.324 0.453
C 5.51471 0.94052 7.72898 -0.487 -0.398 0.193
C 5.79256 0.08484 8.80168 -0.335 0.047 -0.145
C 4.77765 -0.70679 9.34468 -0.132 0.389 -0.487
C 3.48615 -0.64189 8.81366 0.790 0.129 0.047
H 4.00915 1.67953 6.37544 -0.088 0.023 -0.005
H 6.30161 1.55969 7.32013 0.014 0.034 -0.036
H 6.78803 0.04245 9.22146 0.053 0.019 -0.021
H 4.98507 -1.36155 10.18092 0.018 -0.013 0.013
H 2.70406 -1.24659 9.25556 -0.085 0.088 -0.088